(1)
7 unconnected molecules or ions with the total composition C25H70F12N5O5P2, computed with wB97M-V/def2-TZVPD.

Positions of all 119 atoms, in Å:
P: 3.013 0.657 -1.501
P: -3.141 -1.080 1.235
F: -3.340 -0.119 -0.037
F: -2.136 -2.111 0.412
F: -4.112 -0.254 2.161
F: -2.870 -2.145 2.574
F: 2.006 1.569 -2.457
F: 2.752 -0.580 -2.502
F: 4.309 1.130 -2.400
F: 3.362 1.904 -0.498
F: 1.772 0.325 -0.507
F: 4.070 -0.278 -0.694
F: -1.859 -0.137 1.710
F: -4.329 -1.996 0.703
O: -1.499 -2.320 -4.468
O: -6.989 -7.379 1.759
O: 2.658 1.075 4.737
O: 4.413 -1.785 -7.028
O: -2.595 3.064 2.032
N: 5.126 0.518 3.081
N: -2.199 0.705 -3.949
N: 5.973 -0.360 -5.000
N: -1.960 5.463 3.895
N: -5.990 -4.644 2.823
C: -4.541 -4.820 2.652
C: -3.240 5.457 4.700
C: -0.914 1.303 -3.437
C: -1.400 4.044 3.955
C: 6.883 -1.309 -5.740
C: -1.048 6.477 4.489
C: 4.366 1.810 3.253
C: -6.694 -5.014 1.514
C: -1.375 3.154 2.683
C: 4.718 0.090 -5.745
C: 2.903 1.852 3.530
C: -6.366 -3.207 3.096
C: -6.464 -5.422 3.975
C: -2.496 -0.507 -3.154
C: -6.595 -6.370 0.884
C: 5.519 -0.969 -3.764
C: -3.325 1.684 -3.800
C: 4.360 -0.425 2.262
C: 6.741 0.831 -4.589
C: -1.474 -1.694 -3.212
C: 5.473 0.043 4.448
C: 3.724 -1.023 -6.117
C: 6.377 0.835 2.361
C: -2.192 5.829 2.471
C: -1.972 0.423 -5.371
H: -3.395 -0.972 -3.495
H: 6.008 1.122 1.355
H: -1.512 7.451 4.542
H: -5.797 -2.538 2.448
H: 4.886 2.348 4.060
H: -2.523 -0.213 -2.114
H: 6.467 -2.310 -5.807
H: 3.955 0.093 1.353
H: -3.039 2.743 -3.709
H: -2.940 5.178 1.959
H: -4.259 -5.854 2.453
H: -3.969 -4.310 3.450
H: -2.303 -2.895 -4.572
H: -7.586 -5.414 4.033
H: 4.792 -1.783 -4.048
H: 6.026 -0.911 4.378
H: 2.818 -0.536 -6.515
H: 3.931 -2.557 -7.391
H: -6.063 -3.053 4.100
H: 7.019 -0.069 2.370
H: 5.091 0.657 -6.614
H: -3.881 4.618 4.372
H: 4.613 -0.151 5.126
H: -5.971 -4.976 4.873
H: 6.400 -1.479 -3.228
H: -0.809 6.243 5.514
H: -7.723 -7.893 1.370
H: -0.635 3.514 1.911
H: -2.893 5.297 5.702
H: -1.829 -2.332 -2.375
H: 6.034 1.522 -4.152
H: -2.900 0.031 -5.778
H: 7.262 1.252 -5.436
H: 6.048 0.916 4.831
H: -0.190 6.500 3.804
H: -7.283 -6.247 0.007
H: 6.899 1.708 2.786
H: 6.936 -1.042 -6.805
H: -5.614 -6.571 0.420
H: -7.419 -3.131 2.965
H: 2.397 1.403 2.654
H: -6.046 -6.390 3.796
H: -7.733 -4.840 1.799
H: -0.317 4.116 4.272
H: -2.434 6.874 2.463
H: -1.042 2.165 3.056
H: 2.643 2.919 3.480
H: -1.222 5.710 1.974
H: -2.678 2.168 1.637
H: -4.047 1.425 -4.590
H: -4.226 -4.253 1.735
H: -0.641 2.118 -4.145
H: -6.272 -4.250 0.820
H: -1.254 -0.358 -5.464
H: 3.424 -1.588 -5.207
H: 4.250 0.776 -5.067
H: 5.073 -1.207 1.903
H: -3.826 1.592 -2.831
H: 7.552 0.566 -3.859
H: -3.699 6.406 4.535
H: 1.757 0.933 4.765
H: -0.956 1.595 -2.384
H: 5.154 -0.172 -3.147
H: -1.568 1.330 -5.797
H: -1.969 3.669 4.762
H: 4.528 2.257 2.241
H: -0.051 0.632 -3.458
H: 3.619 -0.946 2.843
H: 7.889 -1.357 -5.298
H: -0.358 -1.541 -3.053

Values from the calculation:
LUMO = -0.1912 hartree
Orbital gap = 10.9152 eV
Net charge = +3

(2)
7 unconnected molecules or ions with the total composition C25H70N8O7, computed with wB97M-V/def2-TZVPD.

Positions of all 110 atoms, in Å:
O: -2.205 2.531 -4.416
O: 4.427 0.662 4.351
O: 3.606 5.395 -2.800
O: 0.297 -4.334 -0.791
O: -0.337 -0.228 0.198
O: -4.110 3.348 -0.027
O: -2.858 -4.635 3.743
N: 0.145 1.609 -1.044
N: 6.381 -0.893 6.405
N: -1.670 -2.554 0.895
N: 0.792 -7.995 -0.217
N: 1.090 1.402 0.857
N: 1.162 4.170 -0.419
N: -7.070 3.562 0.946
N: -1.999 -0.780 -6.103
C: -5.030 2.258 0.188
C: -1.908 -2.947 2.272
C: -2.191 0.082 -4.974
C: -2.445 -1.612 2.906
C: -1.306 -0.465 -3.821
C: 3.742 5.618 -4.197
C: -6.560 2.602 -0.033
C: 6.729 -0.169 5.227
C: -6.846 3.162 -1.477
C: -2.837 -4.167 2.401
C: 2.463 4.530 -0.856
C: -1.930 3.815 -4.836
C: -1.849 1.556 -5.417
C: 2.544 4.497 -2.417
C: 3.803 1.227 3.136
C: -0.188 -6.307 1.321
C: 1.152 -5.465 -0.750
C: -2.786 2.996 -0.038
C: -3.451 -5.894 3.937
C: 3.452 3.593 -0.160
C: 7.944 -0.919 4.559
C: 0.278 -6.581 -0.157
C: 0.972 -3.017 -1.153
C: 5.636 -0.130 4.084
C: 0.272 0.872 0.036
H: 4.427 4.023 -0.391
H: -7.118 1.748 0.351
H: 7.130 -0.943 7.081
H: 3.620 0.387 2.466
H: 1.513 -2.729 -0.252
H: 1.577 -8.132 0.405
H: 8.471 -1.483 5.329
H: 6.941 0.829 5.612
H: -2.380 3.397 0.890
H: -3.126 -1.157 2.187
H: 2.671 5.564 -0.581
H: -6.857 3.172 1.853
H: 1.994 -5.296 -0.079
H: -6.399 4.310 0.839
H: -0.670 1.494 -1.629
H: 0.507 2.549 -0.968
H: 1.086 -8.390 -1.098
H: -2.503 1.944 0.001
H: 4.349 2.073 2.717
H: 1.641 -3.104 -2.009
H: 3.453 3.533 0.928
H: -4.831 1.866 1.185
H: -0.467 0.207 -3.637
H: -0.983 -3.109 0.406
H: -3.599 -6.128 4.991
H: 0.322 -2.239 -1.553
H: 5.363 -1.130 3.746
H: 1.367 -5.570 -1.814
H: -1.123 3.965 -5.554
H: 2.807 1.529 3.459
H: -2.849 4.166 -5.304
H: 8.599 -0.073 4.348
H: 1.684 4.733 -3.044
H: -2.527 -4.942 1.700
H: -2.455 1.748 -6.303
H: -4.840 1.360 -0.400
H: -2.281 3.583 -0.805
H: 0.633 4.998 -0.650
H: 1.552 2.240 0.535
H: -3.216 0.063 -4.603
H: 1.333 0.782 1.617
H: 6.103 0.413 3.263
H: -6.503 2.583 -2.335
H: -0.900 -3.282 2.520
H: -0.735 -7.228 1.524
H: -6.505 4.197 -1.460
H: 0.627 -6.391 2.040
H: 4.553 6.324 -4.374
H: 1.131 4.159 0.591
H: 5.690 -0.370 6.924
H: 2.841 3.514 -2.782
H: 2.782 6.123 -4.304
H: -2.561 -0.464 -6.880
H: 3.903 4.831 -4.935
H: -2.969 -1.782 3.847
H: -0.648 -6.568 -0.732
H: 3.419 2.556 -0.494
H: -7.908 3.110 -1.716
H: -3.856 -4.007 2.051
H: 7.751 -1.616 3.743
H: -2.799 -6.627 3.462
H: -0.652 -5.354 1.576
H: -1.767 -0.782 3.107
H: -0.874 -1.455 -3.967
H: -1.856 -0.639 -2.897
H: -1.783 4.403 -3.930
H: -2.238 -1.736 -5.881
H: -0.783 1.596 -5.638
H: -1.174 -1.674 0.863
H: -4.424 -6.069 3.479

Values from the calculation:
2S+1 = 2
<S²> = 0.75
LUMO (alpha / beta) = 0.0901 / 0.0878 hartree
Orbital gap (alpha / beta) = 2.0757 / 8.5233 eV
Net charge = -1

Listing electronic energy for the structures above in their given order: -3525.06401 -1958.96589 Ha.
Listing maximum force for the structures above in their given order: 3.98 5.47 eV Å⁻¹.
Listing relative energy (zero: lowest compared OMol25 entry of this formula, charge and spin) for the structures above in their given order: 0.0 39.5 kcal per mole.